[1]
Formula: C4H8N4O
Source: the Open Molecules 2025 dataset
Level of theory: wB97M-V/def2-TZVPD

Cartesian coordinates (Å):
C 0.2609 0.6551 -0.9617
C -0.6991 0.3910 0.8765
C -0.2216 -0.8698 0.6139
C 0.2433 -0.7531 -0.7718
H -0.0401 1.6689 -2.7357
H 0.5423 2.8526 -1.4311
H -0.7690 1.8731 2.5843
H -2.2236 1.3942 1.8062
H 0.3691 -2.8782 0.9499
H -1.1790 -2.2844 1.8250
H 1.9788 -1.0022 -1.8226
H 1.6650 -2.1009 -0.3170
N 0.7599 1.6299 -2.0766
N -1.1690 1.0999 1.9999
N 0.0734 -1.9069 1.4475
N 1.2587 -1.6724 -1.1723
O -0.5382 1.2355 -0.0988

**LUMO energy**: 0.395 eV
**ΔE to the lowest compared entry with this formula, charge and spin**: 169.9 kcal per mole

[2]
Formula: C3H6N2
Source: the Open Molecules 2025 dataset
Level of theory: wB97M-V/def2-TZVPD

Cartesian coordinates (Å):
H -2.1907 0.1599 -0.0210
N -1.4211 -0.3600 -0.3846
C -0.3358 0.3241 -0.0870
N -0.3478 1.5783 0.3555
C 0.8970 -0.2437 -0.1412
C 0.8683 -1.5796 -0.2868
H 0.3801 1.8034 1.2030
H -1.1281 2.2495 0.6127
H 1.8190 0.3319 -0.2517
H 1.7730 -2.2836 -0.6804
H -0.3138 -1.9801 -0.3184

**LUMO energy**: 0.819 eV
**Structure (SMILES)**: [H]/N=C(\N)C=C
**ΔE to the lowest compared entry with this formula, charge and spin**: 62.8 kcal per mole